This record from OMol25 describes a cluster of 2 separate species, C2HCl4NO6 in total at a distorted geometry. The level of theory is the ωB97M-V functional and the def2-TZVPD basis.

Element x y z (Å)
N  0.48  -1.17  1.31
O  0.57  -0.55  2.40
O  1.14  -0.80  0.29
O  -0.27  -2.18  1.25
C  4.09  0.58  -3.93
C  2.63  1.02  -3.45
O  2.47  0.23  -2.22
O  1.31  0.45  -1.63
Cl  2.54  2.78  -3.09
Cl  1.36  0.58  -4.64
O  4.40  1.23  -5.08
Cl  5.24  0.94  -2.59
Cl  4.08  -1.21  -4.12
H  5.29  0.95  -5.36

frontier orbital gap (alpha / beta): 4.46 / 4.44 eV
maximum force: 3.84 eV/Å
relative energy (zero: lowest compared OMol25 entry of this formula, charge and spin): 26.7 kcal/mol
E_HOMO (alpha / beta): -9.68 / -9.66 eV
lowest unoccupied orbital energy (alpha / beta): -5.22 / -5.23 eV

Table of Löwdin atomic charges, one value per atom, all in e:
1 N -0.525
2 O 0.073
3 O 0.082
4 O 0.074
5 C -1.274
6 C -1.162
7 O -0.191
8 O 0.099
9 Cl 0.708
10 Cl 0.708
11 O -0.073
12 Cl 0.675
13 Cl 0.676
14 H 0.129

=====

This record from OMol25 describes a structure of composition C2HCl6P at a distorted geometry. The level of theory is the ωB97M-V functional and the def2-TZVPD basis.

Element x y z (Å)
C  2.05  -0.50  0.08
C  -1.48  0.80  -0.09
P  -0.62  -0.06  1.33
Cl  1.78  -2.18  -0.13
Cl  2.11  0.56  -1.23
Cl  -3.26  1.01  0.00
Cl  -0.94  2.49  -0.10
Cl  -1.04  -0.12  -1.63
Cl  -1.59  -1.73  1.01
H  3.00  -0.27  0.76

frontier orbital gap (alpha / beta): 7.77 / 7.23 eV
maximum force: 2.98 eV/Å
relative energy (zero: lowest compared OMol25 entry of this formula, charge and spin): 44.2 kcal/mol
E_HOMO (alpha / beta): -8.68 / -8.79 eV
lowest unoccupied orbital energy (alpha / beta): -0.91 / -1.57 eV

Table of Löwdin atomic charges, one value per atom, all in e:
1 C -1.193
2 C -1.897
3 P 0.424
4 Cl 0.518
5 Cl 0.538
6 Cl 0.477
7 Cl 0.473
8 Cl 0.414
9 Cl 0.189
10 H 0.057

=====

This record from OMol25 describes the molecule C2HClF2S at a distorted geometry. The level of theory is the ωB97M-V functional and the def2-TZVPD basis.

Element x y z (Å)
F  0.57  -1.95  0.13
C  0.24  -0.64  0.35
F  1.41  0.10  0.34
C  -0.51  -0.47  1.66
S  -1.48  0.74  1.95
Cl  -0.18  -1.64  2.87
H  -0.35  -0.05  -0.52

frontier orbital gap: 8.65 eV
maximum force: 3.05 eV/Å
structure (SMILES): FC(F)C(=S)Cl
relative energy (zero: lowest compared OMol25 entry of this formula, charge and spin): 7.4 kcal/mol
E_HOMO: -9.90 eV
lowest unoccupied orbital energy: -1.25 eV

Table of Löwdin atomic charges, one value per atom, all in e:
1 F 0.028
2 C -0.475
3 F 0.015
4 C -1.214
5 S 0.777
6 Cl 0.683
7 H 0.186

=====

This record from OMol25 describes the molecule C2HClFN3 at a distorted geometry. The level of theory is the ωB97M-V functional and the def2-TZVPD basis.

Element x y z (Å)
C  -0.67  2.16  0.20
C  -0.53  -0.28  -0.38
N  0.18  1.72  -1.62
N  -1.39  0.88  -0.25
N  -0.56  0.73  -1.35
F  -1.16  -1.41  -0.65
Cl  -1.65  3.45  0.31
H  0.34  -0.42  0.27

frontier orbital gap (alpha / beta): 7.68 / 7.68 eV
maximum force: 3.50 eV/Å
relative energy (zero: lowest compared OMol25 entry of this formula, charge and spin): 159.3 kcal/mol
E_HOMO (alpha / beta): -8.87 / -8.87 eV
lowest unoccupied orbital energy (alpha / beta): -1.19 / -1.19 eV

Table of Löwdin atomic charges, one value per atom, all in e:
1 C -0.550
2 C -0.296
3 N 0.128
4 N -0.039
5 N -0.221
6 F 0.101
7 Cl 0.712
8 H 0.165